1.
A molecular structure, C37H42AuN3O4S2Sb, computed with wB97M-V/def2-TZVPD.

The orbital gap is 8.22 eV. As for the energy: -3072.361098 hartree.

```
! wB97M-V def2-TZVPD RIJCOSX def2/J DEFGRID3
* xyz 1 1
Au -0.849 -0.300 -0.389
Sb 0.014 -0.289 -2.840
S 2.019 0.593 -0.552
S -1.573 -1.700 2.608
O 1.604 1.339 -1.787
O 2.126 -0.832 -0.890
O 0.804 0.725 0.402
O 3.153 1.157 0.123
N -1.552 -0.423 1.610
N -0.796 5.506 0.295
N -1.439 3.133 -0.205
C 1.708 -0.590 -4.083
C 0.125 -3.675 3.436
C -2.805 -4.627 0.105
C -0.854 1.417 -3.743
C -2.715 2.895 -4.163
C -4.171 -4.646 0.359
C -2.456 -4.150 -4.640
C -2.209 1.715 -3.632
C -1.347 -4.314 -3.821
C 2.323 -2.640 2.064
C 1.351 -4.309 3.506
C 0.081 4.983 -0.812
C -2.877 -2.875 -4.989
C -0.004 2.318 -4.380
C -0.667 -3.202 -3.344
C -0.875 3.208 1.140
C -0.457 3.589 -1.192
C -2.570 -1.162 -1.065
C -0.589 4.677 1.530
C -0.509 3.501 -4.906
C 0.015 -2.525 2.659
C 2.316 -0.984 -6.384
C -4.725 -3.793 1.303
C -1.863 3.790 -4.800
C 3.049 -0.490 -3.741
C -2.241 5.462 -0.120
C 3.656 -0.887 -6.042
C 1.344 -0.843 -5.404
C 1.096 -1.986 1.990
C 4.017 -0.646 -4.724
C -3.911 -2.915 2.002
C -1.983 -3.752 0.794
C -1.087 -1.918 -3.687
C -2.626 3.969 -0.290
C 2.447 -3.796 2.813
C -2.549 -2.901 1.737
C -2.194 -1.762 -4.513
H 1.457 -5.206 4.101
H -3.735 -2.745 -5.637
H -1.005 -5.308 -3.562
H -1.265 5.064 2.291
H 1.011 -1.064 1.435
H 0.033 2.608 1.164
H -2.885 1.037 -3.124
H 0.034 5.697 -1.633
H 5.062 -0.576 -4.452
H 3.401 -4.304 2.871
H 0.206 -3.342 -2.712
H -3.094 3.823 -1.264
H 3.346 -0.311 -2.721
H -3.774 3.110 -4.091
H -2.381 -5.290 -0.637
H -3.335 3.664 0.479
H -2.815 5.969 0.655
H 4.420 -1.005 -6.800
H -4.807 -5.334 -0.182
H -0.539 6.469 0.494
H 1.097 4.954 -0.420
H -1.227 0.371 2.156
H -0.732 -4.075 3.964
H -2.987 -5.016 -5.014
H -3.309 -1.047 -0.274
H -2.931 -0.695 -1.977
H -5.787 -3.818 1.501
H -4.327 -2.243 2.743
H -2.527 -0.771 -4.802
H 0.156 4.192 -5.407
H 2.023 -1.175 -7.408
H -2.400 -2.216 -1.275
H -0.950 3.633 -2.164
H 3.162 -2.223 1.523
H 0.301 -0.933 -5.685
H -1.595 2.783 1.842
H -0.920 -3.721 0.595
H 0.357 2.871 -1.264
H 0.438 4.832 1.856
H -2.258 4.704 -5.225
H -2.322 6.027 -1.047
H 1.055 2.104 -4.457
*
```



2.
5 unconnected molecules or ions with the total composition C26H64F5N5O10SSi at a distorted geometry, computed with wB97M-V/def2-TZVPD.

The orbital gap is 8.48 eV. The SMILES is N[SiH2]S(=O)(=O)C(F)(F)C(F)(F)F.COCCNCCOC.COCCNCCOC.COCCNCCOC.COCCNCCOC. As for the energy: -3241.965416 hartree. The energy above the lowest of the compared OMol25 structures with the same formula, charge and spin comes out at 1.5340 eV.

```
! wB97M-V def2-TZVPD RIJCOSX def2/J DEFGRID3
* xyz 0 1
S 2.064 -0.524 -2.278
Si 3.826 -1.336 -1.211
F -0.415 0.178 -1.688
F 0.840 -3.233 -1.287
F -0.938 -2.419 -0.191
F 0.898 -0.495 0.106
F -0.956 -2.359 -2.439
O 2.601 4.029 3.560
O 2.192 -6.971 -3.834
O 5.029 0.980 1.244
O -1.836 -8.802 -4.836
O -3.748 0.747 -4.340
O -0.800 3.132 6.128
O 1.957 -1.223 -3.611
O -3.764 5.089 -5.660
O -4.601 2.521 8.531
O 2.381 0.936 -2.500
N -1.996 3.318 -4.039
N -0.259 -6.146 -5.314
N 4.438 -2.645 -2.234
N 5.236 2.672 3.863
N -2.805 0.843 6.842
C -0.615 -9.200 -4.232
C -1.702 -6.388 -5.384
C 6.305 2.041 3.087
C -4.440 5.699 -4.573
C -2.343 5.215 -5.574
C -1.704 3.842 -5.374
C -0.472 1.892 6.745
C -5.587 2.766 7.541
C -4.617 1.644 -5.015
C -1.422 0.744 6.374
C 1.871 3.181 4.434
C -2.272 -7.494 -4.485
C 0.183 -5.627 -4.020
C -0.118 -2.214 -1.329
C -1.613 1.916 -3.866
C 5.023 4.080 3.527
C 3.737 1.569 1.191
C 1.708 -5.629 -3.922
C 0.531 -0.764 -1.220
C -2.375 0.873 -4.696
C -2.935 0.775 8.298
C 6.076 1.886 1.577
C -4.353 1.129 8.739
C 3.749 4.611 4.179
C -1.733 3.921 6.851
C 2.953 -7.360 -4.966
H -5.512 5.646 -4.768
H -0.539 1.813 -4.057
H -4.440 0.951 9.815
H 6.988 1.450 1.156
H -0.207 -6.238 -3.197
H -5.096 0.499 8.239
H -4.268 1.886 -6.022
H -2.092 3.176 -6.152
H 3.365 -8.352 -4.773
H -2.248 1.474 8.788
H -3.357 -7.497 -4.627
H 4.926 4.216 2.444
H 1.582 3.716 5.344
H -4.232 5.171 -3.638
H -0.620 3.927 -5.500
H 3.689 5.689 4.002
H -2.750 3.706 6.516
H 3.244 1.482 2.162
H 0.227 -8.954 -4.882
H 4.128 -3.573 -1.932
H 3.759 4.453 5.262
H -2.695 -0.238 8.635
H 0.519 1.625 6.362
H -5.234 2.459 6.553
H -1.925 -0.101 -4.480
H 5.449 -2.598 -2.392
H -2.005 5.621 -6.533
H 2.162 -5.079 -4.752
H 7.239 2.588 3.256
H -5.596 1.167 -5.096
H -2.037 5.916 -4.792
H 2.453 2.291 4.691
H 3.137 1.006 0.472
H 4.376 2.160 3.697
H -0.474 -8.756 -3.243
H -0.632 -10.286 -4.121
H -1.467 0.686 5.282
H -1.923 -6.654 -6.423
H -3.190 1.724 6.519
H -4.749 2.557 -4.429
H -1.767 1.680 -2.809
H -2.231 -5.450 -5.181
H 2.324 -7.415 -5.859
H -0.353 2.010 7.827
H 3.765 2.613 0.871
H -6.520 2.246 7.783
H -0.995 -0.203 6.721
H 5.879 4.668 3.874
H 1.999 -5.128 -2.994
H -2.991 3.402 -3.864
H -0.185 -4.604 -3.895
H -1.534 4.970 6.625
H 0.220 -7.020 -5.500
H 5.942 2.847 1.068
H 4.792 -0.284 -0.912
H 3.289 -1.797 0.088
H -2.259 1.024 -5.774
H 0.963 2.863 3.919
H 3.782 -6.666 -5.136
H -4.156 6.752 -4.478
H -5.785 3.838 7.519
H -1.652 3.780 7.932
H -2.111 -7.298 -3.419
H 6.447 1.041 3.508
*
```



3.
A molecular structure, C27H41BrN3O2PdSi4Te, computed with wB97M-V/def2-TZVPD.

The orbital gap (alpha / beta) is 5.46 / 5.53 eV. As for the energy: -5495.961912 hartree.

```
! wB97M-V def2-TZVPD RIJCOSX def2/J DEFGRID3
* xyz 1 1
Te 0.526 -0.509 3.113
Pd 0.938 0.065 0.485
Br -3.709 -5.330 -1.959
Si 3.619 -0.480 5.469
Si 0.254 -2.658 5.859
Si 2.939 -3.754 3.171
Si 2.076 -1.964 4.456
O 1.349 -1.894 0.169
O -0.678 -1.135 -0.043
N 2.658 1.014 0.629
N 0.363 -5.569 -1.489
N 0.287 1.954 0.543
C 4.088 -3.059 1.868
C -0.751 -1.163 6.384
C -1.139 2.311 0.513
C -0.839 -3.881 4.959
C 0.678 -4.377 -1.001
C 3.883 -4.844 4.369
C 4.720 1.863 0.715
C 2.547 2.388 0.723
C 4.705 0.267 4.147
C -1.610 -3.641 -1.039
C 0.135 -2.099 -0.196
C 3.829 2.934 0.783
C -2.106 3.592 3.953
C 1.534 -4.711 2.385
C -0.916 -5.814 -1.754
C -1.740 2.395 1.892
C 1.219 2.849 0.675
C 4.645 -1.464 6.692
C 2.660 0.869 6.348
C 3.960 0.696 0.625
C -1.599 3.544 2.662
C -2.931 1.349 3.710
C -0.271 -3.390 -0.756
C -2.766 2.491 4.481
C -1.930 -4.881 -1.547
C -2.421 1.304 2.420
C 1.100 -3.453 7.328
H -1.996 4.493 4.541
H -0.389 -4.874 4.932
H 0.953 3.902 0.710
H 4.297 -0.326 0.547
H 0.962 -5.269 3.126
H 2.040 0.471 7.153
H 1.938 -5.430 1.666
H -1.103 4.416 2.251
H 5.358 -0.809 7.199
H 1.754 -2.754 7.851
H -1.051 -3.577 3.933
H 1.724 -4.187 -0.793
H -2.364 -2.886 -0.861
H 2.015 1.419 5.659
H -1.238 3.256 -0.026
H -2.566 0.418 1.811
H 5.424 -0.453 3.752
H 4.077 3.982 0.840
H 1.691 -4.321 7.034
H 0.847 -4.051 1.851
H 4.681 -4.291 4.869
H -0.136 -0.390 6.845
H 3.357 1.584 6.792
H -3.168 2.531 5.484
H 3.226 -5.257 5.137
H -3.470 0.499 4.108
H 3.573 -2.306 1.272
H 4.404 -3.860 1.195
H -1.271 -0.713 5.533
H 5.796 1.913 0.722
H 4.342 -5.683 3.841
H -1.512 -1.464 7.108
H 0.339 -3.790 8.038
H 5.267 1.103 4.572
H -1.156 -6.793 -2.150
H 4.025 -1.930 7.460
H -1.652 1.548 -0.073
H 4.120 0.660 3.315
H 4.983 -2.616 2.309
H 5.215 -2.252 6.196
H -1.793 -3.964 5.486
*
```



4.
2 unconnected molecules or ions with the total composition C3H7NO2, computed with wB97M-V/def2-TZVPD.

The orbital gap is 9.26 eV. As for the energy: -323.664264 hartree. The energy above the lowest of the compared OMol25 structures with the same formula, charge and spin comes out at 3.1756 eV.

```
! wB97M-V def2-TZVPD RIJCOSX def2/J DEFGRID3
* xyz 0 1
O -0.920 0.426 0.353
O 0.467 -1.352 0.519
N -1.172 -1.067 2.053
C -0.482 -0.670 0.927
C 1.263 0.933 -1.167
C 0.088 0.375 -1.651
H -0.660 0.995 -2.139
H 1.545 1.946 -1.438
H -0.089 -0.690 -1.563
H -0.683 -1.718 2.648
H 2.019 0.253 -0.784
H -1.790 -0.406 2.494
H 0.415 0.973 -0.252
*
```



5.
A molecular structure, C47H46N8O5S2SeSiTi at a distorted geometry, computed with wB97M-V/def2-TZVPD.

The orbital gap (alpha / beta) is 3.71 / 5.71 eV. As for the energy: -6969.930813 hartree. As for the expectation value of S²: 2.03. The energy above the lowest of the compared OMol25 structures with the same formula, charge and spin comes out at 1.7645 eV.

```
! wB97M-V def2-TZVPD RIJCOSX def2/J DEFGRID3
* xyz -2 3
Se 1.836 1.989 0.687
Ti 1.838 -0.083 -0.836
S -1.301 0.031 -0.381
S 0.454 -1.901 1.835
Si 2.307 2.473 2.802
O 1.333 -2.649 2.713
O 5.557 -0.346 -2.576
O -1.641 4.438 1.661
O -0.721 2.727 -2.342
O 0.051 -0.601 2.310
N 3.556 0.533 -1.778
N 1.054 1.231 -2.269
N -3.531 1.374 0.096
N -1.535 2.329 0.816
N -0.752 -0.632 -3.415
N 0.966 -1.790 0.329
N 1.885 -1.646 -2.165
N 3.644 -0.781 0.370
C 6.023 -1.715 1.427
C -3.117 1.555 3.114
C 4.641 -0.247 -1.761
C 1.806 -5.357 -1.845
C -1.854 -3.042 0.689
C 4.199 3.529 -3.913
C 2.077 1.165 4.125
C -4.299 0.436 -0.710
C -1.425 -3.483 3.019
C 1.992 -4.092 -2.426
C 1.250 3.942 3.279
C -3.130 2.846 2.605
C -1.441 -1.444 -4.206
C -2.093 1.186 -4.169
C 1.831 3.232 -3.563
C -6.378 0.591 0.741
C -1.072 0.653 -3.389
C -2.594 -4.228 3.094
C 2.894 3.945 -4.110
C 2.531 -2.612 -4.278
C -1.058 -2.886 1.816
C -3.393 -4.386 1.968
C -2.185 1.273 0.184
C -3.021 -3.789 0.771
C 2.423 -3.917 -3.775
C -0.227 1.630 -2.552
C 1.264 -3.040 -0.324
C -4.995 3.393 4.019
C 4.107 3.004 2.894
C 2.262 -1.535 -3.484
C -4.996 2.096 4.515
C 3.770 -0.976 1.675
C 4.946 -1.443 2.249
C -4.049 3.769 3.071
C -2.065 3.304 1.628
C -4.049 1.182 4.074
C 3.398 1.656 -2.607
C -5.772 0.801 -0.645
C 1.725 -2.927 -1.656
C -2.470 -1.010 -5.032
C 4.718 -0.945 -0.406
C 1.373 -5.461 -0.541
C -2.796 0.338 -5.011
C 4.442 2.376 -3.170
C 5.915 -1.439 0.069
C 1.107 -4.324 0.218
C 2.054 2.091 -2.782
H -5.896 1.848 -0.946
H 1.992 1.626 5.117
H 5.450 2.013 -3.028
H -4.133 -0.568 -0.313
H 2.845 -2.435 -5.300
H 5.028 4.088 -4.331
H -3.938 0.433 -1.743
H -5.839 1.166 1.498
H -4.011 4.779 2.681
H 6.949 -2.096 1.841
H -0.549 2.450 0.528
H -3.639 -3.916 -0.111
H 4.996 -1.580 3.321
H 1.176 0.581 3.923
H -2.989 -1.707 -5.679
H 1.217 4.647 2.445
H -4.027 0.178 4.479
H -4.290 -4.992 2.018
H 2.688 4.830 -4.703
H -1.554 -2.586 -0.243
H -3.901 2.313 0.133
H 0.221 3.624 3.474
H -6.301 0.197 -1.386
H 2.025 -6.242 -2.433
H -1.145 -2.489 -4.185
H 0.824 3.581 -3.729
H -5.733 1.799 5.252
H -2.877 -4.694 4.031
H 4.354 3.494 3.845
H 6.737 -1.543 -0.626
H -5.720 4.114 4.376
H -0.779 -3.362 3.878
H 1.233 -6.438 -0.089
H 2.906 -0.749 2.284
H -6.327 -0.462 1.028
H 4.325 3.693 2.074
H 2.334 -0.528 -3.869
H -2.298 2.245 -4.103
H 4.755 2.130 2.772
H 2.641 -4.784 -4.387
H -2.358 0.851 2.786
H 1.629 4.457 4.170
H 2.921 0.469 4.140
H -7.426 0.899 0.766
H 0.803 -4.455 1.242
H -3.585 0.724 -5.647
*
```